DFT (ωB97M-V with the def2-TZVPD basis set) results for a gas-phase ion, C4H6IO3 (charge -1) at a distorted geometry.

The geometry in XYZ format:
```
14
Properties=species:S:1:pos:R:3:nbo_charge:R:1
C 0.645 1.224 -0.766 0.702
C 0.683 -0.830 1.180 -0.602
C -0.783 -0.342 0.762 -0.478
C -0.547 0.199 -0.582 0.225
O 1.269 1.047 -1.859 -0.775
O 0.836 2.055 0.151 -0.734
O -0.495 -0.692 -1.535 -0.741
I -2.387 1.405 -0.998 -0.182
H 1.307 -0.717 0.237 0.218
H 0.600 -1.913 1.423 0.187
H 1.055 -0.194 1.927 0.215
H -1.083 0.411 1.538 0.240
H -1.333 -1.265 0.666 0.211
H 0.234 -0.387 -2.141 0.514
```

As for the total energy: -18490.254 eV. The molecular weight comes out at 228.99 g mol⁻¹. Its energy above the lowest of the compared OMol25 structures with the same formula, charge and spin is 1.434 eV. For the HOMO energy, the calculation gives -4.8740 eV. Its LUMO energy is 3.1 eV. The calculation puts the gap between HOMO and LUMO at 7.94 eV. The max |F| is 3.17 eV/A. Its charge is -1.

DFT (ωB97M-V with the def2-TZVPD basis set) results for 4 unconnected molecules or ions with the total composition C2H11NO4 at a distorted geometry.

The geometry in XYZ format:
```
18
Properties=species:S:1:pos:R:3:nbo_charge:R:1
C -1.643 1.459 0.303 -0.709
C -1.109 0.067 0.480 0.695
N 0.111 -0.104 1.077 -0.839
O -1.832 -0.897 0.263 -0.649
H -2.011 1.501 -0.726 0.238
H -0.848 2.201 0.312 0.215
H -2.460 1.726 0.960 0.246
H 0.891 0.413 0.694 0.407
H 0.333 -1.048 1.356 0.408
H 2.168 2.132 -0.574 0.505
H 3.331 1.689 0.619 0.504
O 2.973 1.735 -0.258 -1.006
H -0.876 -2.568 0.290 0.493
H -0.507 -3.987 0.635 0.464
O -0.124 -3.186 0.287 -0.976
H 1.428 1.031 -2.304 0.476
H 0.404 0.039 -2.106 0.482
O 0.660 0.876 -1.734 -0.954
```

As for the total energy: -11932.816 eV. The molecular weight comes out at 113.11 g mol⁻¹. Its energy above the lowest of the compared OMol25 structures with the same formula, charge and spin is 0.942 eV. For the HOMO energy, the calculation gives -9.9321 eV. Its LUMO energy is 0.5 eV. The calculation puts the gap between HOMO and LUMO at 10.39 eV. The max |F| is 2.52 eV/A. Its charge is 0.

DFT (ωB97M-V with the def2-TZVPD basis set) results for 2 unconnected molecules or ions with the total composition C2H3NO2 at a distorted geometry.

The geometry in XYZ format:
```
8
Properties=species:S:1:pos:R:3:nbo_charge:R:1
O -2.669 0.849 -0.387 -0.483
C -1.699 0.671 -0.948 0.494
N -0.002 -0.034 0.925 -0.749
C 1.023 -0.363 0.257 0.426
O 1.067 -0.265 -1.073 -0.687
H 0.197 0.092 -1.347 0.494
H 0.120 -0.196 1.919 0.358
H 1.963 -0.755 0.655 0.147
```

As for the total energy: -7707.066 eV. The molecular weight comes out at 73.05 g mol⁻¹. Its energy above the lowest of the compared OMol25 structures with the same formula, charge and spin is 0.777 eV. For the HOMO energy, the calculation gives -10.5008 eV. Its LUMO energy is 1.0 eV. The calculation puts the gap between HOMO and LUMO at 11.52 eV. The max |F| is 1.60 eV/A. Its charge is 0.

DFT (ωB97M-V with the def2-TZVPD basis set) results for C14H16N2O4S in the gas phase at a distorted geometry.

The geometry in XYZ format:
```
37
Properties=species:S:1:pos:R:3:nbo_charge:R:1
C 0.172 -3.419 -0.641 -0.251
H 0.289 -3.287 -1.722 0.173
O -0.917 -2.685 -0.143 -0.492
C -0.875 -1.326 -0.238 0.345
C 0.152 -0.616 -0.841 -0.336
C 0.100 0.767 -0.894 0.004
C -0.973 1.438 -0.331 -0.320
C -2.007 0.747 0.291 0.264
C -1.974 -0.654 0.330 0.190
O -2.901 -1.469 0.918 -0.493
C -4.250 -1.065 0.976 -0.238
H -4.590 -0.660 0.019 0.173
H -4.420 -0.323 1.759 0.186
H -4.811 -1.971 1.205 0.186
O -3.066 1.377 0.894 -0.507
C -3.139 2.780 0.829 -0.250
H -4.055 3.046 1.355 0.198
H -3.200 3.134 -0.204 0.178
H -2.287 3.253 1.327 0.181
H -0.978 2.515 -0.366 0.230
C 1.223 1.562 -1.519 -0.530
C 1.841 2.374 -0.413 0.716
O 1.545 3.516 -0.156 -0.587
N 2.752 1.732 0.409 -0.634
C 3.317 0.494 0.336 0.274
N 3.244 -0.352 -0.629 -0.508
C 3.941 -1.484 -0.363 -0.038
C 4.574 -1.520 0.833 -0.453
S 4.295 -0.057 1.704 0.354
H 5.179 -2.296 1.253 0.244
H 3.953 -2.265 -1.102 0.213
H 3.041 2.296 1.201 0.417
H 0.826 2.255 -2.262 0.240
H 1.957 0.897 -1.967 0.263
H 0.994 -1.124 -1.279 0.232
H -0.058 -4.463 -0.431 0.199
H 1.107 -3.146 -0.141 0.175
```

As for the total energy: -36781.977 eV. The molecular weight comes out at 308.36 g mol⁻¹. Its energy above the lowest of the compared OMol25 structures with the same formula, charge and spin is 2.411 eV. For the HOMO energy, the calculation gives -7.8295 eV. Its LUMO energy is 0.6 eV. The calculation puts the gap between HOMO and LUMO at 8.40 eV. The max |F| is 1.19 eV/A. Its charge is 0.

DFT (ωB97M-V with the def2-TZVPD basis set) results for C12H15ClSi in the gas phase at a distorted geometry.

The geometry in XYZ format:
```
29
Properties=species:S:1:pos:R:3:nbo_charge:R:1
C -0.670 0.638 -3.467 -0.235
C -0.946 1.875 -2.874 -0.198
C -0.025 -0.298 -2.770 -0.181
C -0.489 2.131 -1.591 -0.200
C 0.265 -0.127 -1.376 -0.092
C 0.040 1.126 -0.783 -0.045
C 0.275 -2.520 -0.588 -0.222
C 0.865 -1.303 -0.604 -0.008
C 0.119 1.487 0.647 -0.962
C 2.276 -1.068 -0.086 -0.661
C -0.152 1.164 3.601 -1.156
C -1.243 -1.329 2.074 -1.099
Si -0.351 0.390 1.911 1.555
Cl -1.305 -2.939 -1.167 -0.014
H -0.873 0.414 -4.490 0.212
H -1.325 2.740 -3.487 0.214
H 0.011 -1.282 -3.266 0.218
H -0.636 3.137 -1.140 0.209
H 0.656 -3.244 0.012 0.198
H 0.566 2.572 0.777 0.267
H 2.588 -1.728 0.749 0.221
H 2.305 -0.041 0.495 0.243
H 2.933 -1.010 -1.024 0.238
H -0.999 1.082 4.397 0.246
H 0.614 0.849 4.253 0.248
H -0.141 2.226 3.355 0.248
H -2.106 -1.204 2.781 0.249
H -1.599 -1.676 1.061 0.260
H -0.653 -2.064 2.598 0.247
```

As for the total energy: -33084.673 eV. The molecular weight comes out at 222.79 g mol⁻¹. Its energy above the lowest of the compared OMol25 structures with the same formula, charge and spin is 3.419 eV. For the HOMO energy, the calculation gives -7.5616 eV. Its LUMO energy is 0.5 eV. The calculation puts the gap between HOMO and LUMO at 8.09 eV. The max |F| is 3.19 eV/A. Its charge is 0.